A structure of composition C9H10F6GaIN2O4S2Te, computed with wB97M-V/def2-TZVPD.

Computed properties:
Frontier orbital gap, Ha: 0.3124
Net charge: +2
LUMO level, eV: -7.802
ΔE to the lowest compared entry with this formula, charge and spin, kJ/mol: 408.4
F_max, eV/A: 4.2

Last column: Mulliken charge in e.
Atoms and positions in Å:
Ga  2.2010  1.7964  0.3768  0.5666
F  1.2427  2.6354  3.5252  -0.1670
C  0.0787  2.1223  3.9166  0.6335
F  -0.6889  3.0649  4.4068  -0.1620
F  0.2826  1.1732  4.8115  -0.1842
S  -0.6327  1.3328  2.3807  1.2320
O  0.0789  1.9684  1.2861  -0.4156
O  -2.0619  1.4104  2.2504  -0.6969
N  -0.2815  -0.1921  2.4120  -0.5016
S  1.0983  -0.5429  1.7502  1.3715
O  0.9279  -0.5443  0.3110  -0.6106
O  2.1563  0.2920  2.2182  -0.5866
C  1.2811  -2.3453  2.1946  0.5244
F  0.1645  -2.8959  1.7105  -0.1851
F  2.3200  -2.8807  1.5964  -0.1488
F  1.3355  -2.5298  3.4920  -0.1610
I  -1.5241  -0.9144  -2.2131  0.0310
C  0.7250  -0.2818  -3.2176  0.5092
C  0.8976  -0.7831  -4.4706  -0.4326
C  2.1405  -0.4103  -4.9995  -0.3062
C  3.0208  0.3816  -4.2740  -0.7116
C  2.6574  0.8164  -3.0073  -0.1199
N  1.4724  0.4497  -2.5080  -0.0912
H  0.1814  -1.3937  -4.9963  0.3490
H  2.3965  -0.7429  -5.9971  0.4211
H  3.9739  0.6673  -4.6960  0.4132
H  3.2846  1.4451  -2.3833  0.3714
C  -2.7166  -1.6402  1.0894  -1.0545
Te  -1.7343  0.0808  0.2792  0.8853
C  -3.6674  0.9242  -0.1957  -1.1530
H  -2.8501  -2.4119  0.3224  0.4359
H  -3.6864  -1.2972  1.4784  0.3927
H  -2.1011  -2.0216  1.9065  0.3554
H  -4.0029  1.4017  0.7286  0.3858
H  -4.3967  0.1722  -0.5162  0.4168
H  -3.5731  1.6933  -0.9692  0.3937

Atoms 1-3, force components in eV/Å:
Ga 0.35 0.41 -0.20
F -0.33 -0.09 0.19
C 0.47 0.32 1.00

***

An isolated molecule of C7H17ClSi, computed with wB97M-V/def2-TZVPD.

Computed properties:
Frontier orbital gap, Ha: 0.3814
Net charge: 0
LUMO level, eV: 0.753
ΔE to the lowest compared entry with this formula, charge and spin, kJ/mol: 105.3
F_max, eV/A: 4.3

Last column: Mulliken charge in e.
Atoms and positions in Å:
C  2.9106  -1.3174  0.0583  -1.1116
C  -0.6691  0.1034  -2.1167  -1.5832
C  -1.8733  -0.8676  -0.1041  -1.6732
C  -1.9500  1.6012  -0.4616  -1.5712
C  1.4211  -1.2857  0.3728  -0.5677
C  0.2605  1.0901  2.0740  -0.6713
C  -1.1035  0.2860  -0.6504  1.6987
Si  0.5896  0.4002  0.2941  0.1858
Cl  1.8101  0.9395  3.0828  -0.2269
H  3.5307  -1.8046  0.9228  0.2780
H  3.2004  -1.9490  -0.7247  0.3428
H  3.2410  -0.2910  0.1158  0.2505
H  0.0927  0.8460  -2.4569  0.3921
H  -0.1142  -0.8381  -2.1254  0.4064
H  -1.4824  -0.0616  -2.8895  0.3936
H  -2.4135  -0.7225  0.8382  0.3713
H  -1.2222  -1.6359  0.1619  0.4121
H  -2.7619  -1.3160  -0.7338  0.3161
H  -2.6802  1.6269  0.4121  0.3057
H  -1.3912  2.6261  -0.3865  0.2923
H  -2.5536  1.7692  -1.4072  0.3765
H  1.1682  -1.7233  1.3800  0.4025
H  0.9287  -1.9249  -0.3647  0.4370
H  0.0952  2.1620  2.0339  0.3346
H  -0.5795  0.7041  2.6450  0.4033
H  1.5457  1.5828  0.0299  -0.1942

Atoms 1-3, force components in eV/Å:
C 1.09 -0.16 4.15
C 0.20 -0.72 -0.57
C -3.12 -1.02 -0.37

***

A structure of composition C52H43ClN3O4PtS3, computed with wB97M-V/def2-TZVPD.

Computed properties:
Frontier orbital gap (alpha / beta), Ha: 0.1582 / 0.1583
Net charge: +1
LUMO level (alpha / beta), eV: -5.132 / -5.129
ΔE to the lowest compared entry with this formula, charge and spin, kJ/mol: 48.9
F_max, eV/A: 2.1

Last column: Mulliken charge in e.
Atoms and positions in Å:
Pt  -2.7780  0.4899  -0.1188  2.5263
C  4.1159  -6.7937  -2.2115  -1.5021
C  3.4275  -5.4893  -1.9588  1.0796
C  2.8124  -5.2215  -0.7385  -1.1508
C  2.1149  -4.0447  -0.5372  -0.2599
C  2.0690  -3.0916  -1.5514  0.3461
C  2.7127  -3.3252  -2.7632  -0.5223
C  3.3747  -4.5204  -2.9620  -0.9131
S  1.0401  -1.6833  -1.3199  0.3644
O  -1.1527  -0.6674  -3.6890  -0.6842
C  2.1479  -0.3590  -1.7903  0.3819
C  2.1025  0.3059  -3.0252  -0.6864
C  2.9462  1.3628  -3.2377  -0.9595
C  3.8532  1.7932  -2.2371  0.6860
C  4.7287  2.8828  -2.4438  -1.0598
C  5.5757  3.2951  -1.4530  -0.7218
C  5.5910  2.6314  -0.2123  -0.8859
C  4.7717  1.5609  0.0182  -0.9489
C  3.8856  1.1140  -0.9894  1.1255
C  3.0043  0.0203  -0.8018  -0.0559
C  2.9353  -0.7373  0.4504  -1.0127
C  3.9113  -1.7286  0.7360  1.1150
C  4.9284  -2.0599  -0.1863  -0.8679
C  5.8150  -3.0631  0.0867  -0.8984
C  5.7448  -3.7650  1.3024  -0.6808
C  4.7727  -3.4660  2.2154  -0.9785
C  3.8177  -2.4595  1.9480  0.9626
C  2.7565  -2.1819  2.8344  -1.3955
C  1.8046  -1.2529  2.5269  -0.6257
C  1.8880  -0.5260  1.3278  0.8703
S  0.5193  0.6180  0.8497  0.9795
O  -0.7445  -0.1392  1.1679  -0.6763
C  0.7033  1.7384  2.2588  0.7747
C  1.3734  2.9389  2.0821  -0.5670
C  1.4166  3.8552  3.1226  -0.9150
C  0.7945  3.5873  4.3390  0.8715
C  0.8140  4.5727  5.4672  -1.5399
C  0.1181  2.3786  4.4898  -0.8515
C  0.0672  1.4610  3.4578  -0.3238
H  3.9011  -7.5089  -1.4218  0.3645
H  5.1944  -6.6425  -2.2657  0.3043
H  3.7989  -7.2099  -3.1667  0.3838
H  2.8641  -5.9511  0.0581  0.3307
H  1.6165  -3.8422  0.4012  0.4183
H  2.6426  -2.5938  -3.5559  0.5014
H  3.8356  -4.7248  -3.9197  0.4158
H  1.4093  -0.0282  -3.7822  0.7635
H  2.9312  1.8805  -4.1873  0.4459
H  4.7126  3.3826  -3.4021  0.4807
H  6.2373  4.1335  -1.6176  0.4203
H  6.2614  2.9733  0.5628  0.4625
H  4.7956  1.0457  0.9688  0.5642
H  4.9857  -1.5160  -1.1175  0.5061
H  6.5782  -3.3216  -0.6319  0.4737
H  6.4680  -4.5412  1.5082  0.4346
H  4.7161  -4.0103  3.1480  0.4612
H  2.6941  -2.7395  3.7591  0.4200
H  0.9774  -1.0621  3.1937  0.3361
H  1.8525  3.1625  1.1371  0.5788
H  1.9321  4.7953  2.9835  0.4011
H  1.6445  5.2679  5.3754  0.3895
H  0.8856  4.0525  6.4204  0.3951
H  -0.1091  5.1543  5.4730  0.2850
H  -0.3776  2.1629  5.4262  0.4369
H  -0.4796  0.5346  3.5635  -0.0072
Cl  -4.7406  -1.8308  -0.9788  -0.0925
C  -3.1154  -1.6435  -0.3859  -0.8778
H  -2.4147  -2.0328  -1.1239  0.5174
H  -3.0257  -2.1695  0.5632  0.4893
C  -3.7905  -0.3626  -4.0233  -0.9454
O  -3.0774  0.2218  -2.9331  -0.1380
C  -1.7450  -0.0068  -2.8532  -0.0062
O  -1.1979  0.5352  -1.8087  -0.0346
H  -4.6601  -0.8730  -3.6128  0.2655
H  -3.1419  -1.0625  -4.5488  0.4002
H  -4.1176  0.4296  -4.6963  0.2481
N  -1.3237  3.2283  -1.0483  0.0236
C  -2.6254  3.3388  -1.3690  0.1375
N  -3.4935  2.3669  -1.2783  0.3646
C  -4.7643  2.7568  -1.6484  -0.8347
C  -5.8888  1.9418  -1.7293  -0.0573
C  -7.0980  2.5085  -2.0874  -0.9705
C  -7.1968  3.8689  -2.3660  -0.5889
C  -6.0824  4.6889  -2.3235  -0.5071
C  -4.8717  4.1180  -1.9732  0.7322
S  -3.2972  4.8787  -1.8649  -0.2914
H  -0.9424  2.2872  -1.1125  -0.3160
H  -0.7106  3.9898  -1.2907  0.3534
H  -5.7907  0.8835  -1.5300  0.4788
H  -7.9788  1.8855  -2.1544  0.4304
H  -8.1550  4.2906  -2.6256  0.4203
H  -6.1492  5.7409  -2.5560  0.4370
C  -3.2960  1.7316  1.6868  -1.6246
C  -4.0320  0.5541  1.9854  0.7718
C  -3.5160  -0.4577  2.8455  0.2044
C  -4.2290  -1.5935  3.1196  -1.0697
C  -5.5002  -1.7821  2.5525  0.9953
C  -6.0670  -0.7720  1.7631  -1.0736
C  -5.3613  0.3729  1.4995  -0.1985
C  -6.1834  -3.0065  2.7541  -0.2314
N  -6.7081  -4.0196  2.8870  -0.4368
H  -2.3929  1.9318  2.2497  0.2117
H  -3.8396  2.6049  1.3495  0.5289
H  -2.5376  -0.3075  3.2748  0.2311
H  -3.8232  -2.3603  3.7642  0.5154
H  -7.0595  -0.9159  1.3612  0.5230
H  -5.8069  1.1568  0.9020  0.6482

Atoms 1-3, force components in eV/Å:
Pt -0.25 1.04 -0.36
C 0.14 0.07 -0.03
C -0.13 0.17 0.09